A 2-piece molecular cluster, C5H14O overall at a distorted geometry, computed with wB97M-V/def2-TZVPD.

Element x y z (Å)
O -1.37 1.67 -3.39
C 0.57 0.94 1.54
C 0.22 -0.22 0.63
C -1.02 0.07 -0.26
C -0.08 -1.38 1.54
C 1.36 -0.51 -0.38
H 0.85 1.77 0.87
H -1.39 0.96 -2.71
H -1.01 -1.12 2.07
H 0.69 -1.64 2.28
H -0.94 0.98 -0.88
H 1.83 0.39 -0.82
H 0.97 -1.13 -1.20
H -0.11 1.33 2.31
H -0.87 1.28 -4.14
H -0.27 -2.26 0.90
H -1.92 0.16 0.38
H -1.14 -0.80 -0.92
H 2.14 -1.07 0.16
H 1.49 0.57 2.03

Properties
Highest occupied orbital energy (eV): -11.03
Energy (a.u.): -274.12892
Energy relative to the best compared isomer or geometry (same formula, charge and spin) (kJ/mol): 34.5
SMILES: CC(C)(C)C.O
Frontier orbital gap (eV): 11.751
2S+1: 1

---

C12H19F5IN4O2TeTi as an isolated structure at a distorted geometry, computed with wB97M-V/def2-TZVPD.

Element x y z (Å)
I 0.61 -2.30 -1.86
Te -1.32 2.58 0.60
Ti -0.47 -0.77 -0.27
F -2.95 1.54 0.03
F -2.23 4.26 0.64
F 0.44 3.47 0.75
F -1.32 -1.51 1.28
F -1.11 2.90 -1.27
O 1.84 -2.40 1.65
O -0.22 0.98 -0.14
N -3.28 -1.38 -1.37
N 2.44 1.08 1.07
N 1.61 0.16 2.84
N -1.99 -0.49 -2.90
C -0.79 0.21 -3.42
C 3.52 -1.52 -0.01
C 0.79 -0.69 3.74
C 2.07 1.43 3.20
C 1.96 -0.11 1.51
C 2.87 1.30 -0.29
C 2.15 -1.52 0.74
C 2.62 1.99 2.10
C -4.05 -1.21 -2.51
C -2.02 -0.93 -1.62
C -3.73 -1.71 -0.01
C -3.24 -0.66 -3.47
H 3.03 2.98 1.90
H 3.76 1.95 -0.24
H -1.07 0.87 -4.25
H -0.02 -0.52 -3.71
H 0.98 -1.69 3.32
H -4.71 -2.19 -0.07
H -5.09 -1.54 -2.55
H 3.84 -0.90 -0.94
H -0.39 0.76 -2.56
H -0.28 -0.44 3.57
H -3.48 -0.44 -4.51
H 2.07 1.92 4.18
H 3.69 -2.53 -0.39
H -2.97 -2.41 0.37
H 1.07 -0.56 4.82
H 3.09 0.33 -0.76
H 4.00 -1.27 0.94
H 2.00 1.80 -0.75
H -3.71 -0.80 0.63

Properties
Highest occupied orbital energy (alpha / beta) (eV): 2.25 / 2.12
Expectation value of S²: 0.78
Energy (a.u.): -2752.68396
Frontier orbital gap (alpha / beta) (eV): 2.382 / 2.550
Charge: -2
2S+1: 2

---

A 2-piece molecular cluster, C3H11N2O overall at a distorted geometry, computed with wB97M-V/def2-TZVPD.

Element x y z (Å)
O -0.74 2.23 -1.51
N -1.13 0.01 0.21
N 1.45 0.83 -0.22
C -0.10 -0.87 0.46
C -0.42 -2.17 1.16
C 1.18 -0.57 0.20
H 2.20 1.21 0.36
H 2.04 -1.20 0.07
H -1.13 3.00 -1.07
H 0.40 -2.85 0.97
H -1.08 2.32 -2.41
H -1.91 -0.11 0.83
H -1.29 -2.63 0.69
H 0.63 1.42 -0.06
H -0.52 -2.02 2.23
H 1.69 0.99 -1.20
H -1.26 0.43 -0.70

Properties
Highest occupied orbital energy (eV): -13.02
Energy (a.u.): -305.40564
Energy relative to the best compared isomer or geometry (same formula, charge and spin) (kJ/mol): 123.6
Frontier orbital gap (eV): 9.805
Charge: +1
2S+1: 1